Record 1
C10H20FNO7Ti as an isolated structure in a non-equilibrium geometry, computed with ωB97M-V with the def2-TZVPD basis set.

CARTESIAN COORDINATES (ANGSTROEM)
C (0.179, 4.537, 1.037)
H (0.964, 1.112, 1.526)
C (3.409, -0.767, -1.840)
O (-0.064, 3.286, 0.376)
H (-0.749, -1.068, 2.570)
Ti (1.318, -1.706, -3.275)
H (-1.181, -2.688, 1.237)
H (-3.178, -1.208, 1.767)
C (-0.908, -1.118, -0.193)
H (1.133, 0.834, -0.227)
H (0.932, 5.192, 0.600)
H (-0.899, 0.731, 2.634)
C (-0.530, -2.456, 0.394)
H (-3.132, -0.584, 3.287)
O (4.503, -1.234, -1.543)
O (3.158, -0.229, -2.867)
C (2.918, -3.986, -3.592)
C (-1.414, 1.324, 0.061)
C (0.845, 0.385, 0.723)
H (0.488, 4.427, 2.076)
H (-2.471, 1.061, 0.073)
H (-0.786, 5.033, 1.138)
H (0.497, -2.447, 0.758)
H (-1.238, 1.240, -1.011)
C (-1.225, -0.185, 2.143)
H (-3.391, 0.621, 2.075)
O (2.226, -3.966, -2.581)
H (1.525, -0.402, 1.049)
C (-1.287, 2.738, 0.784)
O (2.481, -1.283, -1.215)
H (-1.345, 2.743, 1.872)
H (-1.935, -1.127, -0.558)
C (-2.846, -0.302, 2.273)
N (-0.667, 0.136, 0.717)
H (-2.097, 3.417, 0.517)
O (4.150, -3.933, -3.312)
H (-0.588, -3.207, -0.394)
H (-0.271, -0.972, -1.065)
O (2.370, -3.650, -4.616)
F (-0.893, -0.298, -3.401)

- Calculated total energy: -52342.7085 eV
- Net charge: -2
- 2S+1: 5
- Kohn-Sham gap (alpha / beta): 2.77 / 3.75 eV
- Highest occupied orbital energy (alpha / beta): 1.7 / -0.1 eV
- LUMO energy (alpha / beta): 4.503 / 3.634 eV

Record 2
C10H20GaN3O4P as an isolated structure in a non-equilibrium geometry, computed with ωB97M-V with the def2-TZVPD basis set.

CARTESIAN COORDINATES (ANGSTROEM)
H (1.636, -6.800, -3.321)
C (3.868, -0.633, 0.831)
H (-1.255, 6.257, 3.392)
C (-0.793, 3.851, 2.041)
C (-0.039, -3.881, -2.402)
C (1.111, -5.863, -3.515)
C (-1.898, 4.888, 1.834)
H (0.214, -6.093, -4.093)
C (0.399, 4.143, 1.252)
H (-2.351, 6.970, 2.204)
H (-0.875, -1.579, -0.748)
C (0.726, -2.851, -3.098)
H (-2.789, 4.553, 2.369)
Ga (1.543, 0.568, 0.431)
H (-2.163, 4.941, 0.776)
H (-0.016, 0.409, 2.491)
H (-0.953, -4.088, -2.963)
H (0.157, -5.856, -1.595)
H (-1.165, 2.864, 1.754)
N (1.340, 4.353, 0.631)
O (-1.666, -1.636, -0.186)
H (-0.525, 3.794, 3.099)
C (-1.516, 6.278, 2.331)
H (0.476, -1.211, 2.062)
H (-0.347, -3.500, -1.428)
H (1.404, 2.116, 0.289)
N (1.329, -2.043, -3.645)
O (4.480, -1.588, 0.470)
C (0.105, -0.273, 1.642)
O (-2.079, 0.963, 0.304)
O (-2.493, -0.824, 2.031)
N (3.301, 0.293, 1.353)
H (-0.665, 6.678, 1.778)
H (1.763, -5.239, -4.128)
C (0.756, -5.174, -2.203)
H (-2.773, 0.697, -0.313)
H (1.624, -0.072, -1.039)
H (1.669, -4.966, -1.642)
P (-1.540, -0.450, 0.952)

- Calculated total energy: -85023.5187 eV
- Net charge: -1
- Kohn-Sham gap: 8.14 eV
- Highest occupied orbital energy: -5.4 eV
- LUMO energy: 2.729 eV